(1)
Entry from OMol25: 2 unconnected molecules or ions with the total composition C2H5NO2S in a non-equilibrium geometry (wB97M-V/def2-TZVPD).

Summary:
- Spin multiplicity: 1
- SMILES: C=[N+]([O-])O.C=S
- E: -18570.0334 eV
- Orbital gap: 0.3096 Eh
- Largest force on an atom: 0.111 hartree/bohr
- Energy relative to the best compared isomer or geometry (same formula, charge and spin): 534.1 kJ/mol

Geometry (Å):
C1 1.429 -0.001 0.442
N1 2.486 -0.352 -0.088
O1 2.784 -0.853 -1.167
O2 3.617 0.178 0.646
H1 0.425 -0.316 0.116
H2 1.525 0.332 1.518
H3 4.464 -0.206 0.279
C2 -2.689 -0.528 -0.754
S1 -1.845 -1.279 0.407
H4 -2.547 0.514 -0.817
H5 -3.639 -0.952 -1.293

Atomic partial charges in e from the Löwdin method, atoms 1 to 4: C 0.03; N -0.40; O -0.01; O 0.00

(2)
Entry from OMol25: a molecular structure, C31H51ClP2Sm in a non-equilibrium geometry (wB97M-V/def2-TZVPD).

Summary:
- Spin multiplicity: 6
- E: -81966.8570 eV
- Orbital gap (spin up / spin down): 0.1607 / 0.2219 Eh
- Largest force on an atom: 0.113 hartree/bohr
- <S²>: 8.9126
- Total charge: +1

Geometry (Å):
Sm1 0.312 0.167 0.130
C1 1.860 0.128 1.936
C2 1.298 1.488 1.818
C3 -0.429 0.006 2.460
C4 0.795 -0.750 2.370
C5 -0.142 1.405 2.147
C6 3.336 -0.185 1.903
H1 3.922 0.436 1.200
H2 3.576 -1.232 1.664
H3 3.749 0.011 2.907
C7 0.979 -2.125 2.916
H4 1.986 -2.519 2.750
H5 0.275 -2.853 2.505
H6 0.796 -2.109 3.997
C8 -1.743 -0.480 3.014
H7 -1.799 -0.227 4.084
H8 -1.850 -1.570 2.947
H9 -2.640 -0.036 2.543
C9 -1.024 2.509 2.656
H10 -0.759 2.654 3.716
H11 -2.090 2.240 2.639
H12 -0.931 3.490 2.163
C10 2.187 2.646 2.059
H13 2.552 2.525 3.089
H14 1.666 3.602 1.983
H15 3.067 2.660 1.402
C11 1.423 2.218 -2.576
C12 2.400 2.500 -1.681
C13 3.138 3.817 -1.692
C14 2.275 5.007 -1.152
C15 0.847 4.648 -0.773
C16 -0.085 4.401 -1.707
C17 0.230 4.411 -3.187
C18 1.042 3.171 -3.683
H16 3.485 4.063 -2.713
H17 2.233 5.761 -1.957
H18 4.055 3.722 -1.078
H19 1.936 3.528 -4.223
H20 0.785 1.325 -2.544
H21 2.691 1.851 -0.844
H22 0.432 2.623 -4.423
H23 -0.713 4.510 -3.752
H24 -1.147 4.336 -1.442
H25 0.819 5.314 -3.422
H26 2.788 5.506 -0.309
H27 0.570 4.757 0.285
P1 1.684 -1.853 -1.136
C19 1.983 -3.230 -0.055
H28 2.408 -3.942 -0.761
H29 1.107 -3.693 0.397
H30 2.701 -3.003 0.736
C20 0.831 -2.484 -2.550
H31 1.495 -3.305 -2.825
H32 0.783 -1.741 -3.352
H33 -0.173 -2.855 -2.324
C21 3.316 -1.399 -1.633
H34 3.293 -0.691 -2.459
H35 3.689 -2.371 -1.954
H36 3.921 -1.008 -0.812
P2 -2.216 0.539 -0.894
C22 -3.104 1.748 0.069
H37 -3.828 2.055 -0.684
H38 -2.556 2.598 0.474
H39 -3.618 1.228 0.887
C23 -2.294 0.548 -2.666
H40 -2.125 1.558 -3.037
H41 -3.325 0.230 -2.825
H42 -1.616 -0.170 -3.149
C24 -3.364 -0.782 -0.588
H43 -4.283 -0.305 -0.919
H44 -3.448 -1.038 0.466
H45 -3.116 -1.644 -1.198
Cl1 0.065 -5.213 1.832
C25 -1.545 -5.012 1.245
C26 -2.352 -6.100 1.498
C27 -3.702 -6.122 1.144
C28 -4.242 -4.998 0.528
C29 -3.471 -3.891 0.261
C30 -2.072 -3.855 0.563
C31 -1.349 -2.643 0.451
H46 -1.945 -6.976 1.989
H47 -4.318 -6.997 1.353
H48 -5.293 -4.984 0.250
H49 -3.973 -3.044 -0.198
H50 -1.817 -1.801 1.024
H51 -0.282 -2.701 0.731

Atomic partial charges in e from the Löwdin method, atoms 1 to 4: Sm 1.30; C -0.35; C -0.37; C -0.32

(3)
Entry from OMol25: a single CH4N4O molecule in a non-equilibrium geometry (wB97M-V/def2-TZVPD).

Summary:
- Spin multiplicity: 1
- E: -9102.7874 eV
- Orbital gap (spin up / spin down): 0.3285 / 0.3286 Eh
- Largest force on an atom: 0.110 hartree/bohr
- Energy relative to the best compared isomer or geometry (same formula, charge and spin): 521.3 kJ/mol

Geometry (Å):
C1 1.378 0.349 0.170
N1 -0.745 1.297 -0.009
N2 -2.128 -0.221 -0.443
N3 -0.736 -0.883 0.137
N4 -0.067 0.284 0.027
O1 -3.055 -0.380 0.245
H1 1.854 -0.306 0.794
H2 1.978 0.146 -0.880
H3 1.779 1.282 0.393
H4 -0.260 -1.568 -0.432

Atomic partial charges in e from the Löwdin method, atoms 1 to 4: C -0.04; N 0.14; N -0.06; N 0.03

(4)
Entry from OMol25: 16 unconnected molecules or ions with the total composition C32H60Cl24N4 in a non-equilibrium geometry (wB97M-V/def2-TZVPD).

Summary:
- Spin multiplicity: 1
- E: -340655.4299 eV
- Orbital gap: 0.3867 Eh
- Largest force on an atom: 0.080 hartree/bohr

Geometry (Å):
C1 -3.543 3.084 5.419
C2 -2.557 3.494 6.401
N1 -1.736 3.843 7.120
H1 -3.120 2.306 4.784
H2 -3.808 3.947 4.808
H3 -4.479 2.690 5.815
C3 -3.126 -0.940 -4.825
C4 -1.811 -1.535 -5.156
N2 -0.752 -2.036 -5.331
H4 -3.812 -1.621 -4.320
H5 -3.627 -0.473 -5.672
H6 -2.908 -0.084 -4.186
C5 -5.415 3.805 1.594
C6 -5.052 5.198 2.010
N3 -4.765 6.268 2.366
H7 -6.447 3.573 1.857
H8 -4.769 3.064 2.064
H9 -5.466 3.625 0.520
C7 0.117 -4.785 -2.518
C8 0.212 -6.064 -3.163
N4 0.325 -7.010 -3.804
H10 0.407 -3.990 -3.206
H11 0.962 -4.777 -1.829
H12 -0.831 -4.558 -2.030
Cl1 4.247 1.207 -1.161
C9 5.488 0.015 -1.605
C10 5.440 -0.390 -3.103
Cl2 3.947 -1.402 -3.541
H13 5.390 -0.812 -0.902
H14 6.378 0.595 -1.364
H15 6.371 -0.774 -3.522
H16 5.198 0.582 -3.533
Cl3 3.955 2.016 -5.512
C11 2.719 0.895 -6.102
C12 1.244 1.115 -5.508
Cl4 0.815 0.916 -3.779
H17 3.063 -0.139 -6.083
H18 2.547 1.055 -7.166
H19 0.631 0.403 -6.060
H20 0.882 2.105 -5.787
Cl5 4.022 3.409 2.987
C13 4.782 4.159 1.578
C14 6.278 4.213 1.929
Cl6 7.177 4.860 0.441
H21 4.334 5.130 1.367
H22 4.722 3.445 0.757
H23 6.718 3.255 2.202
H24 6.406 4.908 2.759
Cl7 0.121 -7.248 2.172
C15 -0.166 -5.585 2.660
C16 -1.606 -5.186 2.787
Cl8 -2.613 -6.471 3.665
H25 0.338 -4.997 1.892
H26 0.318 -5.407 3.620
H27 -1.971 -5.124 1.761
H28 -1.718 -4.188 3.210
Cl9 -1.253 5.611 3.765
C17 -0.029 4.614 2.750
C18 -0.198 4.689 1.269
Cl10 1.141 3.866 0.508
H29 -0.025 3.585 3.112
H30 0.875 5.169 3.000
H31 -0.233 5.731 0.952
H32 -1.099 4.153 0.972
Cl11 -2.734 4.979 -2.346
C19 -2.080 4.636 -4.017
C20 -2.754 5.600 -5.074
Cl12 -4.557 5.394 -4.999
H33 -2.249 3.580 -4.230
H34 -1.010 4.823 -3.931
H35 -2.444 5.502 -6.115
H36 -2.363 6.527 -4.656
Cl13 2.680 -6.682 -0.930
C21 3.987 -5.656 -0.391
C22 3.642 -4.203 -0.662
Cl14 4.858 -3.232 0.173
H37 4.879 -6.023 -0.898
H38 4.120 -5.850 0.674
H39 2.722 -3.938 -0.139
H40 3.582 -3.918 -1.712
Cl15 -7.141 0.985 1.339
C23 -5.946 -0.381 1.446
C24 -4.657 -0.161 0.737
Cl16 -4.970 0.102 -1.011
H41 -6.447 -1.254 1.028
H42 -5.749 -0.463 2.515
H43 -3.938 -0.970 0.870
H44 -4.164 0.710 1.170
Cl17 3.913 0.045 3.520
C25 4.820 -1.483 3.282
C26 6.293 -1.311 3.080
Cl18 7.088 -2.963 2.885
H45 4.428 -2.050 2.437
H46 4.588 -2.066 4.173
H47 6.718 -0.778 3.930
H48 6.514 -0.724 2.189
Cl19 -3.688 -3.083 -1.777
C27 -5.407 -3.104 -2.028
C28 -5.839 -4.411 -2.771
Cl20 -5.294 -4.170 -4.454
H49 -5.766 -2.203 -2.526
H50 -5.869 -2.967 -1.050
H51 -6.917 -4.440 -2.923
H52 -5.492 -5.349 -2.336
Cl21 -0.406 -1.619 4.245
C29 0.266 0.002 4.240
C30 0.771 0.434 5.587
Cl22 1.296 2.191 5.691
H53 -0.485 0.689 3.850
H54 1.123 0.008 3.566
H55 1.681 -0.154 5.707
H56 0.122 0.294 6.452
Cl23 -1.361 1.072 1.250
C31 -0.736 0.191 -0.135
C32 0.635 -0.593 -0.007
Cl24 0.733 -2.047 1.077
H57 -0.547 1.013 -0.825
H58 -1.411 -0.554 -0.555
H59 1.500 0.001 0.288
H60 0.822 -0.983 -1.008

Atomic partial charges in e from the Löwdin method, atoms 1 to 4: C -0.08; C -0.31; N 0.14; H 0.07

(5)
Entry from OMol25: 4 unconnected molecules or ions with the total composition C29H62BNO8P in a non-equilibrium geometry (wB97M-V/def2-TZVPD).

Summary:
- Spin multiplicity: 1
- E: -58915.1374 eV
- Orbital gap: 0.2342 Eh
- Largest force on an atom: 0.089 hartree/bohr
- Total charge: -1

Geometry (Å):
C1 -1.727 3.530 4.127
C2 -0.627 2.527 3.600
C3 -0.352 2.665 2.048
C4 0.357 1.317 1.610
O1 1.729 1.326 1.210
B1 1.964 -0.138 0.957
O2 0.636 -0.675 0.510
C5 -0.291 0.433 0.457
C6 -1.583 -0.191 1.129
C7 -2.880 -0.234 0.246
C8 -3.891 0.949 0.564
C9 -5.387 0.524 0.438
C10 -5.991 -0.140 1.725
N1 -5.261 0.181 2.971
C11 -0.362 1.027 -0.980
C12 0.292 0.149 -2.099
C13 -0.671 -0.974 -2.670
P1 -0.381 -2.642 -1.913
O3 1.118 -2.794 -1.719
O4 -0.847 -3.915 -2.913
C14 -2.267 -4.091 -2.941
C15 -2.683 -5.588 -2.706
O5 -1.169 -2.848 -0.465
C16 -0.418 -3.690 0.424
C17 -1.314 -3.993 1.675
H1 -2.357 3.973 3.332
H2 -1.218 4.300 4.754
H3 -2.378 2.968 4.842
H4 0.326 2.715 4.139
H5 -0.997 1.497 3.798
H6 0.253 3.584 1.904
H7 -1.305 2.742 1.469
H8 0.366 0.609 2.483
H9 2.852 -0.175 0.143
H10 2.316 -0.607 2.029
H11 -1.846 0.372 2.059
H12 -1.338 -1.219 1.443
H13 -3.431 -1.171 0.522
H14 -2.702 -0.298 -0.845
H15 -3.612 1.384 1.543
H16 -3.699 1.730 -0.216
H17 -5.521 -0.209 -0.394
H18 -5.988 1.416 0.142
H19 -5.939 -1.244 1.579
H20 -7.073 0.106 1.875
H21 -5.118 1.182 3.084
H22 -5.887 -0.079 3.732
H23 0.228 1.979 -0.955
H24 -1.381 1.309 -1.327
H25 1.286 -0.262 -1.843
H26 0.455 0.837 -2.971
H27 -1.728 -0.631 -2.670
H28 -0.387 -1.082 -3.747
H29 -2.632 -3.840 -3.969
H30 -2.829 -3.425 -2.249
H31 -1.891 -6.248 -3.129
H32 -3.628 -5.837 -3.238
H33 -2.782 -5.823 -1.621
H34 0.575 -3.281 0.692
H35 -0.246 -4.678 -0.073
H36 -2.329 -4.214 1.272
H37 -1.410 -3.120 2.354
H38 -0.902 -4.831 2.277
C18 2.982 5.120 1.114
C19 3.639 5.964 0.039
C20 2.672 7.127 -0.084
O6 2.081 7.312 1.208
C21 2.405 6.183 2.033
H39 3.668 4.445 1.624
H40 2.177 4.519 0.682
H41 4.613 6.323 0.389
H42 3.788 5.433 -0.901
H43 1.868 6.902 -0.794
H44 3.163 8.052 -0.398
H45 3.143 6.509 2.775
H46 1.510 5.845 2.559
C22 2.180 3.733 -4.832
C23 3.461 4.279 -5.433
C24 3.963 5.191 -4.327
O7 3.518 4.623 -3.091
C25 2.555 3.594 -3.368
H47 1.851 2.793 -5.276
H48 1.374 4.465 -4.945
H49 4.172 3.464 -5.597
H50 3.316 4.800 -6.380
H51 3.532 6.195 -4.412
H52 5.051 5.280 -4.316
H53 3.028 2.627 -3.168
H54 1.699 3.705 -2.701
C26 2.255 -8.532 1.846
C27 2.940 -7.669 0.801
C28 1.990 -6.489 0.698
O8 1.384 -6.337 1.989
C29 1.679 -7.488 2.786
H55 2.925 -9.232 2.347
H56 1.447 -9.106 1.382
H57 3.912 -7.335 1.175
H58 3.096 -8.173 -0.153
H59 1.193 -6.682 -0.028
H60 2.496 -5.564 0.419
H61 2.409 -7.193 3.548
H62 0.771 -7.828 3.288

Atomic partial charges in e from the Löwdin method, atoms 1 to 4: C -0.13; C -0.24; C -0.11; C -0.31

(6)
Entry from OMol25: 2 unconnected molecules or ions with the total composition C7H10O3 in a non-equilibrium geometry (wB97M-V/def2-TZVPD).

Summary:
- Spin multiplicity: 1
- SMILES: CC(=O)C#CCCC=O.O
- E: -13559.4437 eV
- Orbital gap: 0.3737 Eh
- Largest force on an atom: 0.098 hartree/bohr
- Energy relative to the best compared isomer or geometry (same formula, charge and spin): 373.7 kJ/mol

Geometry (Å):
C1 -0.389 2.571 -2.403
C2 -1.420 2.578 -1.313
O1 -2.286 3.429 -1.217
C3 -1.327 1.504 -0.335
C4 -1.228 0.600 0.469
C5 -1.039 -0.517 1.387
C6 0.315 -1.210 1.174
C7 0.335 -2.658 1.593
O2 1.329 -3.352 1.312
H1 -0.560 3.405 -3.092
H2 -0.436 1.616 -2.947
H3 0.614 2.640 -1.957
H4 -1.851 -1.246 1.240
H5 -1.115 -0.135 2.416
H6 0.466 -1.247 0.079
H7 0.941 -1.033 2.165
H8 -0.657 -3.152 1.623
O3 2.869 -0.965 0.172
H9 2.755 -2.012 0.398
H10 2.685 -0.816 -0.760

Atomic partial charges in e from the Löwdin method, atoms 1 to 4: C -0.02; C -0.47; O 0.09; C 0.07

(7)
Entry from OMol25: 2 unconnected molecules or ions with the total composition C4H12S2 in a non-equilibrium geometry (wB97M-V/def2-TZVPD).

Summary:
- Spin multiplicity: 1
- SMILES: CCS.CSC
- E: -26012.6118 eV
- Orbital gap: 0.3366 Eh
- Largest force on an atom: 0.025 hartree/bohr
- Energy relative to the best compared isomer or geometry (same formula, charge and spin): 48.8 kJ/mol

Geometry (Å):
C1 4.074 0.327 0.793
C2 2.668 0.368 1.387
S1 1.438 -0.083 0.096
H1 4.241 -0.668 0.384
H2 4.827 0.594 1.535
H3 4.180 0.947 -0.093
H4 2.623 -0.453 2.095
H5 2.372 1.322 1.808
H6 1.017 1.165 -0.141
C3 -2.519 -1.537 0.134
S2 -2.789 0.204 -0.259
C4 -1.868 0.657 -1.755
H7 -2.624 -2.250 -0.672
H8 -3.222 -1.726 0.939
H9 -1.495 -1.641 0.512
H10 -2.019 1.730 -1.828
H11 -0.812 0.413 -1.693
H12 -2.299 0.122 -2.600

Atomic partial charges in e from the Löwdin method, atoms 1 to 4: C -0.20; C -0.59; S 0.68; H 0.06

(8)
Entry from OMol25: 2 unconnected molecules or ions with the total composition C25H26Cl2NOS in a non-equilibrium geometry (wB97M-V/def2-TZVPD).

Summary:
- Spin multiplicity: 1
- E: -65754.8933 eV
- Orbital gap: 0.1710 Eh
- Largest force on an atom: 0.035 hartree/bohr
- Total charge: +1

Geometry (Å):
C1 -6.113 -2.332 -0.745
N1 -5.408 -1.832 0.420
C2 -6.072 -2.131 1.673
C3 -4.029 -1.551 0.364
C4 -3.581 -0.205 0.362
C5 -2.235 0.090 0.199
C6 -1.294 -0.948 0.111
C7 0.162 -0.646 -0.203
C8 1.140 -0.799 0.825
S1 2.757 -1.206 0.469
C9 3.233 -2.444 1.696
C10 2.770 -2.186 -1.053
O1 0.475 -0.225 -1.338
C11 -1.714 -2.282 0.190
C12 -3.072 -2.587 0.284
H1 -5.656 -1.924 -1.654
H2 -6.078 -3.431 -0.802
H3 -7.159 -2.005 -0.693
H4 -5.561 -1.619 2.495
H5 -7.110 -1.779 1.622
H6 -6.073 -3.212 1.883
H7 -4.324 0.588 0.452
H8 -1.887 1.122 0.140
H9 0.804 -1.076 1.824
H10 4.323 -2.367 1.781
H11 2.755 -2.198 2.649
H12 2.947 -3.437 1.340
H13 3.793 -2.111 -1.441
H14 2.535 -3.227 -0.801
H15 2.060 -1.757 -1.765
H16 -0.968 -3.083 0.157
H17 -3.421 -3.623 0.295
Cl1 5.896 1.606 -4.555
C13 4.884 1.576 -3.177
C14 5.384 1.115 -1.945
C15 4.551 1.085 -0.835
C16 3.176 1.486 -0.900
C17 2.395 1.460 0.323
C18 1.286 2.317 0.654
C19 1.035 2.560 2.035
C20 0.051 3.447 2.457
C21 -0.749 4.101 1.506
Cl2 -1.975 5.181 2.010
C22 -0.571 3.838 0.142
C23 0.413 2.942 -0.271
C24 2.699 1.868 -2.177
C25 3.541 1.962 -3.286
H18 6.421 0.801 -1.868
H19 4.968 0.787 0.131
H20 2.948 1.143 1.216
H21 1.662 2.053 2.773
H22 -0.097 3.647 3.514
H23 -1.199 4.333 -0.593
H24 0.483 2.722 -1.329
H25 1.645 2.065 -2.327
H26 3.156 2.330 -4.236

Atomic partial charges in e from the Löwdin method, atoms 1 to 4: C -0.08; N -0.26; C -0.08; C -0.25